No. 1
DFT (ωB97M-V/def2-TZVPD) results for a molecular structure, C32H55N4OP2Sr.

Last column: Löwdin charge in e.
Geometry (Å):
Sr1 -0.2636 0.7881 -0.6424  1.0778
P1 2.4344 0.6025 0.7466  1.0591
P2 -2.3064 -1.4170 -0.7905  1.0329
O1 -0.5758 0.2051 3.1476  0.0749
N1 0.5692 -1.8935 -0.1700  0.0693
N2 -1.7889 4.8746 1.0184  0.0702
N3 -1.3022 3.0399 -0.0972  -0.1083
N4 1.3560 0.4688 -2.3927  -0.0947
C1 -1.2428 3.6381 1.0968  -0.1849
C2 -2.2258 5.0839 -0.2906  -0.0592
C3 -0.2337 0.4705 2.0739  -0.1115
C4 2.3431 -0.2282 -2.3204  -0.3251
C5 0.4305 -4.2657 0.2103  -0.0356
C6 -3.6360 -2.6141 -3.0378  -0.0995
C7 2.4816 2.9922 -0.7367  -0.1201
C8 1.9161 -2.0229 -0.3118  -0.3472
C9 3.9474 3.0013 1.2518  -0.1007
C10 -2.1534 -0.6074 -3.4739  -0.1039
C11 3.4349 0.1834 -4.4473  -0.0522
C12 2.5519 -3.2720 -0.2948  -0.0501
C13 -4.6151 0.1318 -0.7278  -0.0928
C14 4.5895 -1.3827 -2.8860  -0.0528
C15 2.6020 -1.4447 2.6547  -0.0799
C16 -3.9724 -1.0546 0.0156  -0.7128
C17 4.6179 1.6558 -0.7490  -0.0819
C18 2.9297 0.8791 3.4725  -0.0950
C19 2.7330 -0.7742 -0.4587  -0.3051
C20 -2.3300 -1.9132 -2.6576  -0.6669
C21 -1.9238 3.9359 -0.9702  -0.1244
C22 3.4363 2.1198 0.1043  -0.6572
C23 3.2362 -0.0827 2.3057  -0.6840
C24 -0.1567 -3.0105 0.0373  -0.3376
C25 2.4702 -2.0731 -3.9484  -0.0444
C26 4.7485 -0.2677 2.1264  -0.0827
C27 -1.1606 -2.8542 -2.9876  -0.0849
C28 -1.6900 -2.9140 0.0694  -0.2775
C29 -4.8835 -2.2863 -0.0087  -0.0912
C30 1.7992 -4.4080 -0.0033  -0.0367
C31 -3.7293 -0.6516 1.4867  -0.0978
C32 3.2456 -0.8903 -3.3810  -0.5783
H1 -1.1329 -0.1962 -3.3830  0.0492
H2 2.2736 -5.3863 0.0539  0.1167
H3 -3.0759 0.2262 1.5840  0.0563
H4 3.5002 1.8129 3.4109  0.0587
H5 -0.8322 3.2289 2.0180  0.1230
H6 -2.6924 5.9947 -0.6186  0.1176
H7 5.2195 2.5380 -1.0198  0.0993
H8 -5.7749 -2.0601 0.5946  0.0919
H9 3.7706 1.1269 -3.9949  0.0840
H10 5.0039 -0.8488 1.2301  0.0751
H11 5.1200 -0.8362 2.9934  0.0950
H12 -3.2998 -1.4711 2.0774  0.0773
H13 3.6274 -3.3310 -0.4506  0.1144
H14 5.2820 0.9654 -0.2126  0.0757
H15 -4.8112 -0.0875 -1.7871  0.0697
H16 5.1692 -0.5909 -2.4042  0.0764
H17 2.9368 -1.7255 3.6656  0.0961
H18 2.3408 -2.8592 -3.1921  0.0800
H19 2.0894 2.4777 -1.6250  0.0427
H20 2.4712 0.3756 -4.9360  0.0856
H21 3.2096 0.3759 4.4095  0.0926
H22 -5.2276 -2.5399 -1.0167  0.0632
H23 1.4751 -1.7484 -4.2794  0.0781
H24 -0.1887 -2.4119 -2.7319  0.0597
H25 -2.8722 0.1733 -3.1830  0.0679
H26 5.1700 -1.7353 -3.7498  0.0975
H27 -5.5780 0.3652 -0.2493  0.0946
H28 2.9987 -2.5025 -4.8101  0.0978
H29 -2.1012 3.6813 -2.0042  0.1097
H30 2.9232 -2.2343 1.9649  0.0719
H31 -3.8036 -3.5264 -2.4501  0.0844
H32 3.1336 3.3210 1.9145  0.0802
H33 5.2943 0.6828 2.1026  0.0659
H34 -0.2216 -5.1086 0.4609  0.1201
H35 -3.9897 1.0377 -0.6746  0.0706
H36 -3.5619 -2.9201 -4.0937  0.0935
H37 4.1725 -0.1219 -5.1996  0.0916
H38 4.7403 2.5304 1.8438  0.0651
H39 -1.2482 -3.8266 -2.4842  0.0853
H40 4.3841 3.9116 0.8108  0.0939
H41 1.8585 1.1192 3.5225  0.0528
H42 3.0352 3.8752 -1.0924  0.0944
H43 -4.5137 -1.9582 -2.9596  0.0713
H44 -2.3202 -0.8344 -4.5354  0.0943
H45 -1.8624 5.5285 1.7919  0.1659
H46 3.8046 -0.9720 -0.5268  0.0496
H47 -4.3974 -3.1667 0.4319  0.0807
H48 -1.1604 -3.0460 -4.0723  0.1019
H49 -2.1405 -3.8078 -0.3937  0.0911
H50 1.6304 3.3587 -0.1397  0.0589
H51 1.5063 -1.3950 2.6600  0.0591
H52 4.4842 -2.2289 -2.1989  0.0685
H53 -2.0340 -2.9001 1.1156  0.0890
H54 4.2831 1.1818 -1.6788  0.0498
H55 -4.7009 -0.3903 1.9334  0.0969

Results
net charge	+1
lowest unoccupied orbital energy	-2.2	eV
gap between HOMO and LUMO	6.7	eV
E_tot	-61494.2661	eV

***

No. 2
DFT (ωB97M-V/def2-TZVPD) results for a molecular structure, C32H56AsClIrN3O2PS3.

Last column: Löwdin charge in e.
Geometry (Å):
Ir1 -0.1338 0.1032 0.0907  1.0649
As1 0.2801 -4.4664 -4.2832  0.5511
Cl1 3.7807 -4.5988 4.1238  0.6591
S1 -0.9166 -4.2462 -5.8789  0.0059
S2 -0.1863 0.4602 -2.1619  0.6492
S3 -2.2412 1.1562 0.0040  0.6976
P1 1.3555 3.0345 0.8898  1.0250
O1 1.6684 -0.9905 0.1736  -0.2756
O2 -0.2384 -0.3812 2.1913  -0.3023
N1 -3.0068 -3.2157 -0.2227  -0.0640
N2 -1.0827 -1.6808 -0.1040  0.0443
N3 0.6470 1.6731 0.5852  -0.3708
C1 0.4709 4.1046 -1.5525  -0.0943
C2 -3.9910 -4.5410 1.6341  -0.1646
C3 -4.3161 -2.6790 -0.6881  -0.1220
C4 -5.2503 -2.6240 0.4713  -0.1625
C5 -0.4182 2.7470 3.0698  -0.0831
C6 1.2688 -2.8924 -3.7857  -0.2784
C7 3.6801 3.5648 -0.7601  -0.1131
C8 -1.7896 0.7697 -2.5691  -0.7521
C9 2.9043 -2.9009 0.5943  -0.0547
C10 -5.3869 -4.0676 1.1105  -0.1461
C11 -2.0862 0.9887 -4.0397  -0.1072
C12 0.3193 -1.3221 2.8255  -0.2994
C13 1.8001 -3.1127 3.2391  -0.1156
C14 2.0138 2.2439 3.5488  -0.0788
C15 1.9515 -1.9503 1.0099  -0.3641
C16 3.5263 -3.6264 1.5690  -0.1469
C17 -4.1896 1.4324 -1.7870  -0.1332
C18 2.9929 -3.7626 2.8844  -0.7378
C19 1.2599 4.5141 3.3407  -0.0885
C20 -2.6999 1.1020 -1.5884  -0.7741
C21 -0.8919 4.6014 0.3962  -0.1124
C22 1.2844 -2.2034 2.3093  -0.1801
C23 -3.0163 -4.4885 0.4617  -0.1729
C24 1.5507 -5.9705 -4.7895  -0.2340
C25 3.3342 3.1420 0.6565  -0.5768
C26 -0.5273 -5.0099 -2.5694  -0.2565
C27 1.1180 5.8577 0.0721  -0.0848
C28 0.5457 4.4674 -0.0984  -0.6085
C29 4.0641 4.1756 1.4932  -0.0876
C30 3.8384 1.7268 0.7997  -0.0880
C31 1.0294 3.1244 2.7411  -0.5871
C32 -1.9592 -2.4554 -0.1541  -0.1717
H1 -1.1561 3.3449 2.5321  0.0570
H2 -3.2943 -5.3301 -0.2142  0.1370
H3 -2.0152 -4.6520 0.7812  0.1195
H4 0.2533 3.0608 -1.6813  0.0181
H5 -2.4654 0.0508 -4.5265  0.0984
H6 -3.9690 -5.5387 2.0947  0.1167
H7 -6.2653 -2.3968 0.1010  0.1219
H8 -4.9143 -1.8899 1.1891  0.1164
H9 -0.6204 1.6919 2.8316  0.0555
H10 -0.6109 2.9721 4.1241  0.0933
H11 1.6841 2.1770 4.5798  0.0856
H12 0.6868 6.5588 -0.7245  0.1240
H13 -3.4657 -3.9143 2.3777  0.1208
H14 -4.6391 1.7241 -0.8003  0.0609
H15 -0.8548 -4.1709 -1.8981  0.0195
H16 -4.3859 2.2834 -2.5137  0.0906
H17 1.7486 -6.6091 -3.9759  -0.0045
H18 -4.6622 -3.3060 -1.5451  0.1489
H19 0.2247 -5.6264 -2.0631  0.0282
H20 5.1298 4.1896 1.2561  0.0931
H21 2.4573 -5.5389 -5.2341  0.0318
H22 2.2481 -3.1873 -3.4441  0.0169
H23 0.0227 -1.4959 3.8969  0.1183
H24 3.3500 4.5856 -1.0502  0.0734
H25 3.0404 2.6391 3.6588  0.0711
H26 4.8265 1.6165 0.4665  0.0694
H27 3.7764 5.1906 1.1285  0.0805
H28 -6.1669 -4.2510 1.8230  0.0969
H29 3.9312 4.1096 2.5797  0.0590
H30 0.6557 5.3178 2.8627  0.0742
H31 1.0739 4.4876 4.3844  0.0758
H32 -1.0131 5.1413 1.3192  0.0678
H33 0.8503 6.3387 1.0035  0.0617
H34 1.4495 -3.2665 4.2504  0.0937
H35 3.2722 2.8685 -1.5019  0.0932
H36 -5.5524 -4.6813 0.2008  0.1099
H37 4.7683 3.6136 -0.8620  0.0929
H38 -2.9423 1.6615 -4.1604  0.0653
H39 -4.7768 0.5704 -2.1414  0.0713
H40 -1.4455 5.1796 -0.3915  0.1045
H41 4.4630 -4.1697 1.4061  0.0908
H42 -1.3572 -5.7074 -2.7621  0.0309
H43 3.2281 1.0186 0.1516  0.0923
H44 1.4475 -2.2174 -4.6824  0.0621
H45 -0.3603 4.6747 -2.0047  0.0986
H46 2.1906 1.1802 3.1571  0.1010
H47 0.7619 -2.4081 -2.9300  0.0049
H48 1.0052 -6.4814 -5.5909  0.0106
H49 1.3811 4.3199 -2.1034  0.0763
H50 2.2859 4.8699 3.1233  0.0640
H51 -4.0885 -1.6838 -1.0317  0.1061
H52 3.1024 -2.9151 -0.4590  0.0963
H53 3.7321 1.3250 1.8284  0.0779
H54 -1.1773 1.2994 -4.5748  0.0701
H55 2.2180 5.9313 0.0532  0.0574
H56 -1.4230 3.6418 0.4522  0.0245

Results
multiplicity	6
energy above the lowest of the compared OMol25 structures with the same formula, charge and spin	0.0	kcal per mole
lowest unoccupied orbital energy (alpha / beta)	0.4 / -2.0	eV
⟨S²⟩	8.8028
gap between HOMO and LUMO (alpha / beta)	4.4 / 4.4	eV
E_tot	-160645.8324	eV

***

No. 3
DFT (ωB97M-V/def2-TZVPD) results for a molecular structure, C32H56N8O4PV2.

Last column: Löwdin charge in e.
Geometry (Å):
V1 -0.6516 2.5779 2.2139  0.9284
V2 -2.5329 0.9169 -0.5917  0.7465
P1 -0.3678 0.9273 0.4396  -0.0593
O1 -0.5977 -0.0462 -0.7298  -0.4002
O2 -1.0114 2.2577 0.0769  -0.5144
O3 -1.6126 0.8522 1.3034  -0.5198
O4 0.8080 1.1485 1.4272  -0.3643
N1 -0.9049 4.8847 1.5298  0.1212
N2 -4.2388 -3.6644 -0.4645  0.1446
N3 -2.7929 -5.0543 4.5857  0.1427
N4 3.0032 -4.4770 0.0638  0.1507
N5 2.2811 5.1456 -2.3555  0.1617
N6 -0.6410 1.4183 4.2437  0.1301
N7 -0.1786 1.2798 -6.2126  0.1464
N8 -4.3031 -2.6161 -3.3119  0.1433
C1 4.5130 -0.8912 -0.5633  -0.0678
C2 -3.2889 -1.4216 3.5421  -0.0924
C3 2.2802 3.3311 -0.4403  -0.1891
C4 -4.5409 -2.3024 3.3305  -0.2340
C5 -4.8117 -3.4185 4.3323  -0.1984
C6 0.2541 1.3015 -5.1442  -0.2289
C7 -1.5129 5.4784 0.7032  -0.1101
C8 -0.8035 -5.0348 0.5207  -0.0978
C9 0.6603 -0.8462 3.8752  -0.1412
C10 -1.1605 4.9273 -2.2235  -0.1121
C11 3.2842 1.5588 -4.5907  -0.0795
C12 1.2313 -1.6070 5.0933  -0.2235
C13 -0.0438 0.4338 4.0657  -0.1713
C14 -1.8267 -2.7438 0.1756  -0.1776
C15 -3.3914 -2.3410 -3.9554  -0.2151
C16 -3.1781 -3.2552 -0.1930  -0.2345
C17 -2.2744 6.2178 -0.3425  -0.1560
C18 3.1234 -0.9090 0.1936  -0.2380
C19 2.2633 4.3650 -1.5002  -0.2262
C20 -0.4425 -3.3677 -3.5798  -0.0718
C21 -2.4567 5.4632 -1.6325  -0.2446
C22 4.3451 4.4326 0.6877  -0.0946
C23 2.1481 -2.0085 -0.2263  -0.1952
C24 1.4592 -0.7202 6.2921  -0.1081
C25 2.2299 0.7990 -3.6852  -0.2276
C26 0.7909 1.4462 -3.7472  -0.1595
C27 3.6720 3.1439 0.1767  -0.2482
C28 -1.0085 -3.6729 1.0796  -0.2661
C29 -0.9021 -1.9081 -4.0248  -0.2387
C30 -3.6758 -4.3093 4.5169  -0.2300
C31 2.6022 -3.4014 -0.0570  -0.2255
C32 -2.2081 -1.9082 -4.7876  -0.1775
H1 -0.5243 5.7001 -2.6550  0.0721
H2 0.4108 -3.2939 -2.9056  0.0515
H3 0.1486 0.8977 -3.0583  0.0735
H4 -1.3662 -2.5262 -0.7882  0.0907
H5 -1.7511 -5.4398 0.1656  0.0757
H6 -5.7088 -3.9797 4.0708  0.1235
H7 1.1899 -1.9146 0.2848  0.0782
H8 -2.1919 -2.6238 -5.6097  0.1159
H9 4.3252 -0.8899 -1.6370  0.0633
H10 2.4290 -0.2318 6.1977  0.0784
H11 4.4648 5.1892 -0.0879  0.0709
H12 -1.2325 -3.8635 -3.0156  0.0565
H13 -3.2175 6.4857 0.1338  0.1251
H14 0.4784 -2.3352 5.3950  0.1060
H15 4.3094 1.2441 -4.3952  0.0655
H16 5.0059 -1.8309 -0.3140  0.0659
H17 -3.1124 4.5972 -1.5420  0.0957
H18 0.0335 -1.4643 3.2323  0.1083
H19 -2.0802 -1.8173 0.6906  0.0755
H20 3.2329 -0.9848 1.2754  0.1009
H21 -0.0363 -3.2383 1.3119  0.0786
H22 1.4976 -0.5603 3.2386  0.1066
H23 2.6277 0.0480 0.0302  0.0622
H24 -5.0697 -2.9385 5.2763  0.1163
H25 1.6227 3.7638 0.3138  0.0941
H26 -3.3348 -0.8403 4.4630  0.0731
H27 3.2310 2.6268 -4.3795  0.0634
H28 0.8038 2.4881 -3.4270  0.0954
H29 -5.4497 -1.7015 3.2968  0.1119
H30 -2.4695 -0.9152 -5.1531  0.1091
H31 5.1730 -0.0889 -0.2336  0.0635
H32 2.6025 0.8289 -2.6613  0.0724
H33 3.5419 2.4647 1.0193  0.1020
H34 0.7040 0.0377 6.5007  0.0716
H35 -0.5252 4.4145 -1.5014  0.0319
H36 2.1833 -0.2467 -3.9891  0.0957
H37 5.3516 4.1820 1.0228  0.0719
H38 4.3502 2.6718 -0.5340  0.1061
H39 -0.1246 -4.9658 -0.3293  0.0694
H40 1.5315 -1.3197 7.1996  0.0777
H41 -0.2724 -4.0791 -4.3879  0.0721
H42 -4.4615 -2.8278 2.3788  0.0872
H43 -0.0727 -1.3814 -4.4967  0.0815
H44 1.9619 -1.8871 -1.2934  0.1079
H45 -1.3389 4.0893 -2.8973  0.0737
H46 -1.4832 -3.7455 2.0581  0.0910
H47 1.9169 2.3660 -0.7934  0.0844
H48 2.9763 1.3499 -5.6152  0.0666
H49 -3.1178 -0.6792 2.7626  0.0478
H50 2.0471 -2.2656 4.7955  0.1185
H51 -1.0271 -1.3047 -3.1257  0.0720
H52 -0.4565 -5.7129 1.3003  0.0857
H53 -2.3637 -1.9964 3.5849  0.0475
H54 -2.9904 6.0665 -2.3669  0.1166
H55 3.7919 4.8272 1.5399  0.0741
H56 -1.7544 7.1690 -0.4562  0.1305

Results
multiplicity	8
energy above the lowest of the compared OMol25 structures with the same formula, charge and spin	0.0	kcal per mole
lowest unoccupied orbital energy (alpha / beta)	-0.3 / -0.7	eV
⟨S²⟩	15.7622
gap between HOMO and LUMO (alpha / beta)	5.2 / 8.7	eV
E_tot	-114865.4742	eV

***

No. 4
DFT (ωB97M-V/def2-TZVPD) results for 4 unconnected molecules or ions with the total composition C32H57IN2O14.

Last column: Löwdin charge in e.
Geometry (Å):
I1 5.6683 5.7699 -3.0816  0.8271
O1 2.2369 1.8515 -0.3205  -0.0125
O2 -1.9830 1.4212 5.4441  -0.2106
O3 -1.3863 -2.7216 -1.5814  -0.1363
O4 -1.6356 -2.0897 2.2757  -0.1978
O5 9.2302 0.2501 -2.2202  -0.0354
O6 -4.0575 2.4439 -0.9174  -0.0520
O7 -4.6095 -3.1036 -2.7936  -0.2040
O8 -1.0267 3.9657 6.6396  -0.1951
O9 -2.3117 4.0662 -0.2928  -0.1553
O10 6.0541 -1.6081 -3.6009  -0.0159
O11 7.2895 3.3998 -1.2454  -0.0454
O12 -3.3674 -3.8125 3.9643  -0.1948
O13 3.8252 -0.4894 -1.4651  -0.1390
O14 -7.4535 -3.8004 -3.2882  -0.1949
N1 1.9575 -2.5915 -1.1299  -0.0997
N2 6.7034 0.0865 -1.9665  0.0190
C1 -1.7452 4.3801 -1.6221  -0.1905
C2 -0.6270 1.8755 5.4332  -0.1942
C3 8.1143 0.3017 -1.4733  -0.2563
C4 4.3263 0.8936 -1.4333  -0.0145
C5 0.8441 -1.6330 -0.7698  -0.1572
C6 4.0013 -1.1777 -0.1770  -0.1614
C7 -5.1691 -4.4132 -2.6635  -0.1866
C8 -0.4201 -1.6120 -1.8169  -0.3369
C9 4.9609 3.9010 -2.1535  -0.4900
C10 6.1524 2.8370 -1.6577  -0.2048
C11 3.2387 2.1078 -1.1649  -0.0968
C12 -0.2636 3.6720 -1.8870  -0.1522
C13 -5.0328 -2.2304 -1.7515  -0.1012
C14 3.0975 -2.5683 -0.1315  -0.1711
C15 -0.3171 2.7244 6.6707  -0.1940
C16 5.7817 1.2454 -1.6817  -0.0224
C17 -2.5604 -4.9286 3.6081  -0.1118
C18 1.0013 4.6276 -1.3849  -0.1890
C19 6.6376 -0.3953 -3.3972  -0.2379
C20 7.2091 0.3780 -4.7246  -0.0313
C21 -0.0043 -1.5141 -3.4013  -0.0797
C22 3.4985 3.5633 -1.9244  -0.1003
C23 -2.1607 3.9584 7.4985  -0.1112
C24 -2.5879 -2.7118 4.4401  -0.1886
C25 8.3234 0.6546 0.1478  -0.0286
C26 2.2945 4.5968 -2.3924  -0.1706
C27 -7.5631 -2.6524 -4.1213  -0.1115
C28 -2.4397 -1.6297 3.3653  -0.1890
C29 -2.9048 2.7133 -0.2640  -0.1345
C30 -6.3334 -4.6177 -3.6386  -0.1932
C31 -2.8118 2.1765 4.5664  -0.1072
C32 -2.4192 -2.4570 1.1449  -0.1214
H1 -6.6137 -2.1202 -4.2098  0.0819
H2 -3.1248 -2.2863 5.2946  0.1236
H3 8.1105 1.1123 -4.4856  0.0944
H4 -2.7651 4.8427 7.2767  0.0901
H5 0.5862 5.7224 -1.3493  0.1089
H6 3.7850 -0.4639 0.7338  0.1368
H7 -2.2932 1.8844 0.3329  0.1644
H8 1.0569 -1.0048 -3.5851  0.0894
H9 -3.4198 -1.2884 3.0133  0.1273
H10 -1.7274 -4.6408 2.9634  0.0827
H11 2.6476 5.7075 -2.5346  0.0806
H12 -3.1855 -5.6459 3.0684  0.0893
H13 -6.6658 -5.6592 -3.5746  0.1228
H14 -0.5350 2.1697 7.5922  0.1254
H15 -2.5811 1.9151 3.5286  0.0759
H16 0.4073 -1.9223 0.2847  0.1314
H17 8.6518 -0.2995 0.7647  0.0991
H18 -0.2228 3.4872 -3.0655  0.1228
H19 -0.0532 -2.5850 -3.8772  0.0927
H20 -1.9196 -0.7700 3.8009  0.1087
H21 0.7509 2.9672 6.6710  0.1223
H22 -1.8336 4.0111 8.5411  0.0869
H23 1.8932 4.2172 -3.4451  0.1276
H24 -1.6062 -3.0496 4.7954  0.1251
H25 -2.8124 -1.5560 0.6628  0.0818
H26 -6.1165 -2.2588 -1.6129  0.0898
H27 -1.6687 5.5616 -1.6799  0.1364
H28 -8.3003 -1.9762 -3.6790  0.0903
H29 -2.6830 3.2520 4.7115  0.0852
H30 -2.7786 3.0702 7.3512  0.0821
H31 -4.7419 -1.2114 -2.0162  0.0946
H32 -3.2459 -3.1164 1.4205  0.0865
H33 -2.1773 -5.4100 4.5127  0.0856
H34 0.0058 0.9819 5.4519  0.1225
H35 2.6933 -2.6357 0.9898  0.1362
H36 -1.0316 -0.6161 -1.5731  0.1410
H37 -1.7757 -2.9824 0.4357  0.0686
H38 -6.0175 -4.4296 -4.6726  0.1252
H39 5.1370 -1.5440 -0.1505  0.1326
H40 -3.8537 1.9197 4.7701  0.0924
H41 -5.4826 -4.6055 -1.6312  0.1276
H42 -4.3731 -5.1231 -2.9121  0.1257
H43 9.2486 1.4049 0.1990  0.1065
H44 -4.5351 -2.5070 -0.8164  0.0713
H45 1.3355 4.3044 -0.2855  0.1274
H46 -0.4051 2.4270 4.5125  0.1256
H47 -7.9129 -2.9499 -5.1143  0.0866
H48 -0.3089 2.6337 -1.3312  0.1054
H49 3.8182 -3.4769 -0.3869  0.1306
H50 6.3694 0.9241 -5.3490  0.0983
H51 7.4036 1.2154 0.6134  0.0811
H52 -0.7986 -0.8487 -3.9651  0.0818
H53 -2.2886 -2.3879 -1.8706  0.0868
H54 2.2809 -2.4913 -2.1181  0.1043
H55 7.6469 -0.4697 -5.4398  0.1095
H56 -2.5362 4.0452 -2.4486  0.1375
H57 1.3072 -0.5481 -0.7759  0.1111

Results
structure (SMILES)	CC(=O)N(C(C)=O)C1=C(OCCNC[C@@H](C)O)C(=O)C(CCCCOC=O)=C(I)C1=O.COCCOC.COCCOC.COCCOC
lowest unoccupied orbital energy	-2.4	eV
gap between HOMO and LUMO	6.2	eV
E_tot	-73834.2026	eV